Entry from the OMol25 dataset: a 13-piece molecular cluster, ClH24O16 overall (wB97M-V/def2-TZVPD).

Charge: -1
Gap between HOMO and LUMO, eV: 9.915
Molecular weight, g/mol: 315.63
Largest force on an atom, eV/Å: 4.12
Energy relative to the best compared isomer or geometry (same formula, charge and spin), kJ/mol: 37.28

CARTESIAN COORDINATES (ANGSTROEM)
Cl 0.93305 -0.72024 0.03559
O -2.58295 0.24276 0.04359
O 1.43205 1.10076 4.05959
O 0.23605 -2.02024 -0.23441
O 0.40105 0.35876 -0.86041
O 2.98105 -0.45124 -3.36641
O -0.96495 -3.09624 -2.27641
O 1.29205 2.42776 -2.31541
O -1.97395 -4.00324 0.55859
O 3.27105 1.70776 -0.74141
O -1.15195 2.21576 1.02659
O 0.65705 -0.36124 1.45759
O 2.41505 -0.82724 -0.16141
O -1.86895 -1.56424 1.92459
O -1.20495 0.98376 3.41659
O -2.21095 -0.31524 -2.62741
O 1.45305 2.78076 1.10759
H 2.95705 -0.70224 -2.45441
H -2.66895 -1.15424 -2.49141
H -2.41195 -0.16324 -0.83041
H 0.49305 1.09476 3.79759
H -1.03095 -3.96524 0.40359
H -1.35595 0.05776 3.23459
H -2.02995 -0.84524 1.28959
H -1.32695 -0.68224 -2.75041
H 2.70105 1.91476 -1.42041
H -0.95195 -1.51024 2.07159
H -0.34895 -2.77224 -1.62241
H 2.11905 -0.62424 -3.64041
H -2.15495 -3.16224 0.99959
H 2.02805 2.12076 0.77259
H -1.46895 1.55476 0.44559
H 1.93005 0.71176 3.33159
H 1.15805 3.22576 0.31459
H -1.29895 1.38376 2.56459
H -1.41195 -3.78424 -1.85041
H 0.67105 1.87076 -1.79641
H 3.26905 0.73676 -0.70541
H 1.56305 3.24976 -1.90341
H -0.19695 2.17776 1.04359
H -3.34495 0.80776 0.14959

Mulliken atomic charge list, values in e, 8 entries: Cl 1.464; O -0.701; O -0.685; O -0.642; O -0.529; O -0.619; O -0.640; O -0.745